A molecular structure, C5H9NO in a non-equilibrium geometry, computed with ωB97M-V with the def2-TZVPD basis set.

Cartesian coordinates (Å):
O: 2.8659 -0.2381 0.6004
N: 1.6033 -0.9025 0.5388
C: -1.6468 -1.0961 0.0541
C: -0.6027 -0.2292 -0.6361
C: 0.6599 1.3696 -0.0265
C: 0.7345 0.0367 -0.0318
C: -0.7466 1.3290 -0.5786
H: -1.8486 -0.7560 1.0773
H: 0.9044 -0.4465 1.3248
H: -1.3376 -2.1468 0.0998
H: -0.4241 -0.5850 -1.6556
H: 3.4784 -0.8970 0.9571
H: -1.5373 1.6751 0.1005
H: -0.8733 1.7893 -1.5574
H: 1.3614 2.1525 0.2351
H: -2.5906 -1.0550 -0.5019

calculated total energy = -325.7433 a.u.
ΔE to the lowest compared entry with this formula, charge and spin = 121.9 kcal/mol
Kohn-Sham gap = 9.330 eV
net charge = 0
multiplicity = 1